ORCA calculation (the ωB97M-V functional and the def2-TZVPD basis) on a 4-piece molecular cluster, C42H81N5O7S2 overall at a distorted geometry.

Properties
DFT total energy (eV): -88308.283
HOMO-LUMO gap (spin up / spin down) (eV): 4.1140 / 4.0178
Expectation value of S²: 3.763

```
! wB97M-V def2-TZVPD RIJCOSX def2/J DEFGRID3
* xyz -1 4
C 2.982 -5.100 -0.007
C 1.629 -5.985 0.190
C 0.347 -5.020 0.187
C 0.093 -4.332 -1.266
N -0.355 -2.945 -0.993
C -0.357 -2.069 -2.197
C 1.037 -1.934 -2.951
C 2.164 -1.096 -2.177
C 1.781 -0.642 -0.693
C 2.878 0.429 -0.223
C 2.684 0.862 1.310
C 1.775 -0.107 2.185
O 2.307 -1.046 2.840
O 0.359 0.027 2.329
O 4.205 -0.264 -0.312
N 4.274 -1.298 0.554
O 5.401 -1.366 0.983
C -1.753 -2.916 -0.477
S -3.060 -3.587 -1.306
S -2.182 -2.120 1.165
C -2.969 -0.489 0.639
C -3.058 0.387 2.003
C -2.175 1.727 1.894
H 2.785 -3.980 0.064
H 3.450 -5.389 -1.018
H 3.769 -5.352 0.777
H 1.745 -6.464 1.225
H 1.514 -6.776 -0.637
H -0.592 -5.481 0.631
H 0.625 -4.136 0.873
H -0.671 -4.995 -1.791
H 1.081 -4.419 -1.815
H -1.135 -2.371 -2.996
H -0.691 -1.020 -1.856
H 0.818 -1.362 -3.928
H 1.500 -2.923 -3.286
H 3.075 -1.793 -2.071
H 2.551 -0.195 -2.770
H 0.766 -0.109 -0.615
H 1.750 -1.595 -0.058
H 3.711 0.925 1.823
H 2.232 1.906 1.379
H -0.008 -0.761 1.864
H -3.997 -0.667 0.171
H -2.324 0.007 -0.157
H -4.147 0.560 2.277
H -2.610 -0.228 2.866
H -1.337 1.566 1.128
H -1.698 1.884 2.924
H -2.876 2.575 1.606
C 4.915 6.654 2.982
C 3.744 6.117 2.113
C 4.159 4.802 1.415
C 5.127 5.006 0.257
C 4.592 6.038 -0.730
C 4.206 7.368 -0.053
N 3.324 7.171 1.139
O 2.089 6.848 0.688
C 5.496 8.119 0.355
C 3.559 8.301 -1.104
C 2.636 5.781 3.141
H 4.782 6.418 4.042
H 5.881 6.233 2.695
H 4.987 7.744 2.943
H 3.270 4.291 1.026
H 4.608 4.118 2.142
H 6.113 5.313 0.630
H 5.290 4.055 -0.259
H 5.342 6.215 -1.509
H 3.721 5.610 -1.241
H 5.260 9.031 0.911
H 6.064 8.419 -0.530
H 6.180 7.520 0.953
H 2.679 7.858 -1.576
H 4.263 8.521 -1.911
H 3.263 9.254 -0.654
H 2.305 6.681 3.669
H 3.010 5.076 3.889
H 1.763 5.309 2.685
C -5.457 8.177 2.489
C -5.686 6.769 1.871
C -7.142 6.312 2.111
C -7.420 5.895 3.550
C -6.406 4.860 4.026
C -4.948 5.316 3.824
N -4.688 5.810 2.436
O -4.642 4.733 1.618
C -4.618 6.422 4.856
C -3.998 4.160 4.214
C -5.500 6.991 0.349
H -5.498 8.968 1.734
H -6.207 8.434 3.240
H -4.468 8.268 2.942
H -7.376 5.461 1.460
H -7.836 7.111 1.827
H -7.410 6.769 4.213
H -8.430 5.478 3.625
H -6.587 4.635 5.083
H -6.585 3.923 3.484
H -3.616 6.826 4.689
H -4.639 6.019 5.872
H -5.327 7.248 4.854
H -4.181 3.249 3.639
H -4.126 3.889 5.266
H -2.951 4.447 4.073
H -4.482 7.320 0.122
H -6.187 7.764 -0.010
H -5.712 6.096 -0.239
C 0.013 -11.668 -3.941
C -0.297 -10.341 -3.193
C -1.381 -9.542 -3.951
C -0.872 -8.883 -5.226
C 0.372 -8.046 -4.951
C 1.477 -8.839 -4.225
N 0.967 -9.562 -3.018
O 0.754 -8.643 -2.049
C 2.114 -9.841 -5.218
C 2.640 -7.881 -3.877
C -0.901 -10.802 -1.843
H -0.492 -12.524 -3.485
H -0.308 -11.647 -4.985
H 1.076 -11.916 -3.910
H -1.786 -8.757 -3.301
H -2.225 -10.198 -4.196
H -0.659 -9.640 -5.992
H -1.655 -8.246 -5.650
H 0.755 -7.646 -5.897
H 0.080 -7.175 -4.351
H 2.848 -10.477 -4.716
H 2.640 -9.309 -6.017
H 1.390 -10.480 -5.720
H 2.323 -7.039 -3.257
H 3.071 -7.449 -4.785
H 3.441 -8.410 -3.351
H -0.173 -11.377 -1.264
H -1.772 -11.443 -2.014
H -1.250 -9.970 -1.228
*
```

Here are the Mulliken charges for atoms 1 to 6, given in e: -0.613 -0.020 -0.761 -0.378 0.890 -0.982